--- i ---
Computed, not measured: a 13-piece molecular cluster, C39H91N13O13 overall, with ωB97M-V with the def2-TZVPD basis set.

Atoms and positions in Å:
C -1.48893 -4.71006 -4.88527
O -1.90043 -4.51930 -6.02839
N -0.21566 -4.35633 -4.55542
C 0.33942 -4.51744 -3.20752
C 0.78842 -3.76419 -5.48498
H -1.98797 -5.33702 -4.13025
H -0.16376 -5.23427 -2.55861
H 0.34717 -3.56777 -2.67257
H 1.36523 -4.88560 -3.19124
H 1.81604 -3.69058 -5.12907
H 0.79017 -4.42981 -6.34816
H 0.61532 -2.74426 -5.82830
C -4.96601 0.26723 -3.97397
O -4.79372 0.41267 -2.75747
N -4.24003 -0.56877 -4.74549
C -3.91224 -0.29990 -6.14179
C -3.11725 -1.32513 -4.10925
H -5.59809 0.87190 -4.64257
H -3.01269 0.30428 -6.25960
H -4.73497 0.19834 -6.65460
H -3.70311 -1.29468 -6.53518
H -3.21950 -1.54476 -3.04652
H -3.17367 -2.29878 -4.59600
H -2.16084 -0.88478 -4.39119
C 1.30956 -3.95842 2.46894
O 0.34359 -4.27390 1.65218
N 2.23684 -4.84610 2.89152
C 3.30838 -4.60198 3.79350
C 2.25690 -6.17097 2.22472
H 1.34374 -2.98551 2.98322
H 4.16111 -5.23994 3.56120
H 2.91326 -4.91840 4.75882
H 3.68908 -3.60162 3.99952
H 1.53409 -6.18960 1.40905
H 3.28146 -6.41050 1.94015
H 2.09778 -6.95476 2.96530
C 1.77930 2.45621 -6.36248
O 2.84659 3.10277 -6.23027
N 1.33419 1.38671 -5.68700
C 0.04019 0.78168 -6.05582
C 2.09049 0.87753 -4.48335
H 1.10294 2.78679 -7.16588
H -0.38408 1.12643 -6.99881
H -0.73613 1.02130 -5.32918
H -0.03755 -0.28788 -6.25099
H 1.50335 1.05937 -3.58319
H 2.15650 -0.19914 -4.63990
H 3.10151 1.27805 -4.40906
C 4.43200 -5.91810 -1.70258
O 4.40086 -6.49667 -2.75074
N 4.40311 -4.57180 -1.51149
C 4.10491 -3.95237 -0.19368
C 4.57051 -3.62030 -2.58093
H 4.34143 -6.45170 -0.74379
H 3.95159 -2.87382 -0.22978
H 4.99745 -4.05915 0.42282
H 3.28003 -4.51404 0.24472
H 5.24735 -2.79911 -2.34505
H 5.11789 -4.18757 -3.33371
H 3.66077 -3.03682 -2.72243
C 5.32740 4.91974 2.17022
O 5.53876 5.40654 1.06197
N 4.32851 4.05396 2.45253
C 4.06995 3.72293 3.80694
C 3.57161 3.35328 1.39212
H 5.79027 5.14813 3.14274
H 3.72044 4.61335 4.32953
H 4.90932 3.46984 4.45463
H 3.26312 2.99454 3.88805
H 3.65960 2.28975 1.61408
H 2.60238 3.85189 1.40148
H 3.89074 3.36983 0.35001
C 4.97356 -1.69704 5.41402
O 5.70051 -2.66485 5.39017
N 4.77237 -0.94799 4.29724
C 3.55077 -0.07812 4.21492
C 5.46544 -1.43121 3.09187
H 4.47195 -1.32343 6.32012
H 2.98597 -0.01625 5.14512
H 2.87561 -0.68064 3.60728
H 3.61258 0.91351 3.76666
H 5.86353 -2.44324 3.16545
H 4.86837 -1.35398 2.18321
H 6.34484 -0.79266 3.00812
C -0.29145 -0.76425 -0.92372
O 0.40035 -1.04913 -1.89577
N 0.08430 -0.21067 0.26611
C -0.74408 0.78277 1.11543
C 1.47503 -0.34932 0.71730
H -1.36727 -0.57009 -1.05456
H -0.35116 1.78965 0.97432
H -0.47836 0.51625 2.13839
H -1.82267 0.69204 0.98688
H 1.45948 -0.96660 1.61554
H 2.26133 -0.71760 0.05836
H 1.80898 0.63348 1.04998
C 0.98962 4.60375 -2.97837
O 2.08510 4.64525 -2.46160
N -0.16797 4.05779 -2.62014
C -1.43857 4.16602 -3.37498
C -0.13996 3.09404 -1.45772
H 0.83470 5.20444 -3.88799
H -2.01559 4.93240 -2.85747
H -2.00032 3.23355 -3.42997
H -1.17609 4.54997 -4.36078
H 0.88051 3.01126 -1.08369
H -0.81801 3.29302 -0.62780
H -0.64658 2.18407 -1.77926
C 0.18143 -1.20867 4.89786
O 1.20393 -1.85117 5.13029
N -1.10048 -1.56602 5.15608
C -2.21369 -0.75549 4.63913
C -1.41358 -2.83261 5.88773
H 0.14967 -0.22701 4.40034
H -2.62186 -0.25199 5.51548
H -2.96895 -1.25151 4.02950
H -1.82350 -0.01260 3.94345
H -0.48420 -3.23574 6.29001
H -1.98117 -2.79835 6.81768
H -1.82786 -3.59206 5.22463
C -4.03735 3.20276 0.92497
O -2.89620 2.79545 0.62437
N -5.00452 3.61559 0.08724
C -6.20204 4.40974 0.44165
C -4.89167 3.42400 -1.41802
H -4.22941 3.61493 1.92769
H -6.28221 5.39683 -0.01370
H -6.36309 4.55263 1.51018
H -7.13510 3.89344 0.21596
H -4.95021 4.44597 -1.79253
H -3.93158 2.97795 -1.67757
H -5.51598 2.65339 -1.87023
C -0.10855 3.18055 3.29350
O 0.85541 2.64570 3.66727
N -0.39420 4.52670 3.51026
C -1.55989 5.16619 2.98648
C 0.55481 5.31747 4.35446
H -0.89900 2.68532 2.70857
H -1.34441 5.64782 2.03269
H -2.03142 5.88505 3.65655
H -2.24684 4.32169 2.93153
H 0.07816 5.84750 5.17905
H 1.49974 4.82550 4.58508
H 1.10679 6.03726 3.75003
C -4.78869 0.03879 0.41344
O -3.93296 -0.25581 1.22190
N -5.98196 -0.59662 0.28552
C -7.10797 -0.12705 -0.50434
C -6.20172 -1.68685 1.20123
H -4.67569 0.82570 -0.34828
H -6.70117 0.71456 -1.06498
H -7.86718 0.28305 0.16162
H -7.44722 -0.92371 -1.16641
H -6.63272 -1.40320 2.16138
H -6.97061 -2.35690 0.81661
H -5.29595 -2.27579 1.34553

Output
**Kohn-Sham gap**: 0.330 Ha
**Highest occupied orbital energy**: -8.9431 eV
**Charge**: 0

***

--- ii ---
Computed, not measured: a 13-piece molecular cluster, C39H91N13O13 overall, with ωB97M-V with the def2-TZVPD basis set.

Atoms and positions in Å:
C -5.74474 -1.69838 -3.95732
O -6.46045 -2.10329 -4.79837
N -4.99180 -2.52494 -3.16299
C -5.18253 -4.02104 -3.33182
C -4.09010 -1.99682 -2.15781
H -5.51393 -0.63186 -3.81080
H -6.10341 -4.23553 -2.78954
H -4.36218 -4.56443 -2.86292
H -5.40828 -4.23658 -4.37619
H -4.39130 -2.14686 -1.12106
H -3.08986 -2.42833 -2.19516
H -3.93918 -0.92986 -2.32192
C 0.83807 -4.18573 -3.91766
O 0.52483 -4.76302 -4.97258
N 2.11573 -3.75183 -3.71559
C 2.39089 -2.94889 -2.47737
C 3.21994 -4.13935 -4.61878
H -0.01477 -3.88603 -3.28915
H 1.78844 -3.17843 -1.59846
H 2.30041 -1.88263 -2.68474
H 3.43440 -3.16983 -2.25288
H 3.49080 -3.17036 -5.03805
H 4.00244 -4.66606 -4.07255
H 3.04166 -4.83356 -5.43998
C -1.08152 -2.34830 -7.13956
O -0.33771 -1.47253 -7.55580
N -1.64565 -2.26158 -5.90753
C -2.58946 -3.31043 -5.54999
C -1.48092 -1.11295 -5.04507
H -1.31527 -3.36290 -7.49756
H -3.61529 -2.98639 -5.37458
H -2.37861 -3.65314 -4.53699
H -2.65046 -4.20143 -6.17489
H -2.20472 -0.31245 -5.19817
H -1.35981 -1.45248 -4.01641
H -0.47013 -0.72439 -5.16928
C 2.20594 3.19399 0.82975
O 1.00354 3.36748 0.85241
N 3.06960 3.91074 1.54721
C 4.37277 4.14023 0.99174
C 2.59644 4.98309 2.45634
H 2.69644 2.54539 0.08751
H 4.82579 3.25449 0.54638
H 5.09818 4.36872 1.77257
H 4.40573 4.93379 0.24524
H 3.45156 5.38735 2.99805
H 2.42062 5.82349 1.78482
H 1.79700 4.66020 3.12322
C -4.45366 3.86547 2.72301
O -3.87162 2.80142 2.94934
N -3.80841 4.96589 2.39156
C -4.51094 6.19171 2.09218
C -2.38592 4.97922 2.22432
H -5.54572 3.99967 2.76275
H -4.22868 6.85730 2.90791
H -5.59104 6.07788 2.18452
H -4.22631 6.78919 1.22610
H -1.88300 5.42862 1.36804
H -2.08089 5.33557 3.20822
H -1.95237 3.97929 2.24076
C 4.91129 -1.99395 5.52203
O 5.38033 -2.26464 6.63656
N 4.51500 -2.87336 4.61363
C 3.33324 -2.58339 3.71864
C 4.92273 -4.25554 4.76727
H 4.81063 -1.00076 5.05766
H 3.48459 -3.25360 2.87247
H 3.28868 -1.62516 3.20103
H 2.34753 -2.89617 4.06310
H 5.79419 -4.36270 5.41316
H 4.09254 -4.77571 5.24509
H 5.25892 -4.77405 3.86937
C 5.44772 -1.10440 -1.93969
O 6.07846 -1.90070 -2.61695
N 4.85871 -1.40539 -0.75233
C 4.32650 -0.28900 0.04706
C 5.04562 -2.66667 0.01263
H 5.23499 -0.04482 -2.15008
H 3.40988 -0.66192 0.50403
H 4.00583 0.67748 -0.34177
H 4.99497 -0.15682 0.89781
H 4.11010 -3.18228 0.22954
H 5.58332 -3.34706 -0.64769
H 5.67747 -2.42038 0.86599
C -5.32378 -1.07326 2.63034
O -5.24139 -1.42504 1.43400
N -4.33455 -1.05598 3.54478
C -2.98418 -1.36524 3.19793
C -4.55174 -0.66260 4.91800
H -6.24665 -0.58043 2.97331
H -2.73807 -0.87758 2.25468
H -2.72698 -2.41057 3.02690
H -2.25963 -0.91942 3.87937
H -4.70206 -1.64038 5.37566
H -3.72574 -0.02811 5.23933
H -5.49606 -0.18735 5.18350
C -0.98229 1.58629 4.81245
O -0.29800 0.60182 4.59566
N -0.49280 2.72702 5.37807
C -1.44781 3.72400 5.77864
C 0.97193 3.09875 5.52609
H -2.07146 1.54693 4.65636
H -2.49753 3.51843 5.56906
H -1.18743 4.71954 5.41920
H -1.30828 3.77533 6.85847
H 1.34693 2.95304 6.53913
H 1.60575 2.51920 4.85490
H 1.01311 4.18613 5.46279
C 4.12418 1.41822 -3.87446
O 4.23049 2.23853 -2.95007
N 2.95177 1.04634 -4.51882
C 2.96645 0.44276 -5.80639
C 1.58614 1.32612 -3.96681
H 5.01550 1.08864 -4.43045
H 2.20951 -0.33415 -5.91379
H 3.92026 0.01993 -6.12194
H 2.70432 1.23838 -6.50379
H 1.15517 0.40215 -3.58128
H 1.47523 2.07687 -3.18440
H 0.95772 1.59129 -4.81704
C 0.33612 -0.60809 1.37000
O 0.98598 -1.68036 1.34063
N -0.52026 -0.32742 0.35212
C -1.24763 0.98910 0.38154
C -0.39509 -1.14100 -0.88276
H 0.39114 0.19214 2.12420
H -2.27175 1.08362 0.02052
H -0.61741 1.73431 -0.10383
H -1.35461 1.36374 1.39952
H 0.01684 -2.14282 -0.76121
H -1.35740 -1.22179 -1.38828
H 0.27878 -0.59816 -1.54558
C -1.13446 -4.09210 0.40082
O -1.94271 -4.05983 -0.53509
N -0.59604 -5.24595 0.86171
C 0.44876 -5.28624 1.76264
C -1.03545 -6.58391 0.44277
H -0.60545 -3.27705 0.91854
H 0.77823 -4.29517 2.07460
H 1.29175 -5.74044 1.24189
H 0.37781 -5.86275 2.68497
H -1.34365 -6.56268 -0.60253
H -0.19341 -7.26643 0.55784
H -1.75597 -7.03018 1.12818
C -1.47820 4.90635 -1.28428
O -2.42207 4.36899 -1.99084
N -1.35176 6.22507 -1.06958
C -0.29195 6.84261 -0.20611
C -2.50370 7.07089 -1.33118
H -0.68602 4.35002 -0.75971
H -0.63196 7.42933 0.64727
H 0.11265 7.62266 -0.85102
H 0.60331 6.26686 0.02868
H -2.31247 7.86925 -2.04822
H -3.31467 6.62800 -1.90934
H -2.91916 7.40726 -0.38125

Output
**Kohn-Sham gap**: 0.312 Ha
**Highest occupied orbital energy**: -8.5149 eV
**Charge**: 0

***

Stability check: which of them is most stable? ii.

***

--- i ---
Computed, not measured: a 2-piece molecular cluster, CH5NO2S overall, with ωB97M-V with the def2-TZVPD basis set.

Atoms and positions in Å:
C 1.59528 -0.43193 1.10267
O 1.53986 -0.00631 0.00023
H 1.42637 0.27117 1.99813
H 1.97337 -1.45764 1.19538
N -1.07322 0.39277 -1.75765
S -0.44972 -1.13689 -1.48233
O -1.17739 -1.54533 -0.07015
H -0.25688 1.03193 -2.01290
H -1.60766 0.38111 -2.63333
H -0.97456 -1.16250 0.78578

Output
**Kohn-Sham gap**: 0.322 Ha
**Highest occupied orbital energy**: -8.1378 eV
**Charge**: 0
**Structure (SMILES)**: C=O.NSO

***

--- ii ---
Computed, not measured: the molecule CH5NO2S, with ωB97M-V with the def2-TZVPD basis set.

Atoms and positions in Å:
C 0.93653 -0.06556 -0.18433
S -0.68802 0.42513 0.31772
O -0.96994 1.79170 -0.18862
N -1.46632 -0.78184 -0.13424
O -2.85228 -0.57024 -0.19363
H 0.77374 -0.37333 -1.30590
H 1.71431 0.76425 -0.06305
H 1.17731 -1.01865 0.41018
H -0.53084 0.58087 1.90648
H -3.10341 0.34617 -0.06340

Output
**Kohn-Sham gap**: 0.343 Ha
**Highest occupied orbital energy**: -9.0225 eV
**Charge**: 0
**Structure (SMILES)**: C[S@@H](=O)=NO

***

Stability check: which of them is most stable? i.